# 1
{
  "formula": "C44H64O36",
  "method": "ωB97M-V with the def2-TZVPD basis set",
  "species": ["C", "C", "O", "C", "O", "O", "H", "H", "H", "H", "C", "C", "O", "C", "O", "O", "H", "H", "H", "H", "C", "C", "O", "C", "O", "O", "H", "H", "H", "H", "C", "C", "O", "C", "O", "O", "H", "H", "H", "H", "C", "C", "C", "O", "C", "O", "O", "H", "H", "H", "H", "H", "H", "C", "C", "C", "O", "C", "O", "O", "H", "H", "H", "H", "H", "H", "C", "C", "C", "O", "C", "O", "O", "H", "H", "H", "H", "H", "H", "C", "C", "C", "O", "C", "O", "O", "H", "H", "H", "H", "H", "H", "C", "C", "C", "O", "C", "O", "O", "H", "H", "H", "H", "H", "H", "C", "C", "C", "O", "C", "O", "O", "H", "H", "H", "H", "H", "H", "C", "C", "C", "O", "C", "O", "O", "H", "H", "H", "H", "H", "H", "C", "C", "C", "O", "C", "O", "O", "H", "H", "H", "H", "H", "H"],
  "positions_angstrom": [[2.39, -4.23, 1.01], [2.58, -4.00, -0.46], [3.87, -4.51, -0.67], [4.29, -5.29, 0.41], [5.33, -6.02, 0.51], [3.34, -5.22, 1.31], [1.37, -4.48, 1.31], [2.70, -3.30, 1.49], [2.61, -2.96, -0.80], [1.89, -4.59, -1.05], [7.62, -0.70, -0.46], [7.47, 0.68, -1.04], [6.08, 1.01, -0.96], [5.46, 0.00, -0.35], [4.30, -0.05, -0.25], [6.32, -0.98, -0.02], [8.36, -0.77, 0.34], [7.76, -1.42, -1.26], [7.80, 0.71, -2.08], [8.01, 1.48, -0.53], [-6.63, -2.28, -1.99], [-7.36, -3.13, -2.92], [-7.72, -2.20, -3.94], [-7.75, -0.96, -3.50], [-8.06, 0.09, -4.05], [-7.29, -1.01, -2.19], [-5.56, -2.07, -2.06], [-6.91, -2.64, -1.00], [-8.28, -3.47, -2.45], [-6.66, -3.90, -3.24], [-5.47, 2.23, 0.92], [-6.70, 1.81, 1.71], [-7.82, 2.18, 0.85], [-7.36, 2.94, -0.12], [-8.07, 3.47, -1.00], [-6.00, 3.18, -0.02], [-5.03, 1.38, 0.39], [-4.70, 2.68, 1.55], [-6.73, 2.36, 2.65], [-6.79, 0.74, 1.92], [2.35, -3.70, 5.89], [0.87, -3.51, 5.38], [0.13, -2.21, 5.92], [-0.51, -1.73, 4.78], [0.10, -2.19, 3.67], [-0.03, -1.71, 2.56], [0.89, -3.25, 4.01], [2.92, -2.79, 6.07], [2.91, -4.34, 5.21], [2.46, -4.09, 6.90], [0.36, -4.43, 5.65], [0.80, -1.44, 6.32], [-0.65, -2.47, 6.63], [-1.80, 3.25, 3.38], [-2.41, 1.85, 3.61], [-2.30, 1.34, 5.06], [-3.63, 1.04, 5.45], [-4.46, 1.63, 4.61], [-5.72, 1.59, 4.72], [-3.79, 2.04, 3.51], [-0.72, 3.37, 3.46], [-2.24, 3.90, 4.14], [-2.08, 3.71, 2.44], [-2.01, 1.13, 2.90], [-1.75, 2.02, 5.71], [-1.72, 0.42, 5.07], [3.67, -0.96, 3.35], [3.23, 0.43, 3.79], [2.21, 1.08, 2.85], [1.42, 1.73, 3.80], [1.60, 1.25, 5.07], [0.90, 1.55, 5.98], [2.55, 0.33, 5.06], [2.87, -1.69, 3.48], [4.54, -1.33, 3.89], [3.89, -0.88, 2.29], [4.09, 1.10, 3.85], [1.63, 0.31, 2.35], [2.76, 1.68, 2.13], [0.89, 0.29, -1.40], [-0.32, 0.23, -0.43], [-0.93, 1.53, 0.13], [-2.34, 1.31, 0.22], [-2.61, 0.27, -0.62], [-3.72, -0.24, -0.91], [-1.41, -0.18, -1.11], [1.06, -0.66, -1.91], [1.82, 0.63, -0.94], [0.64, 1.00, -2.19], [-0.27, -0.52, 0.36], [-0.66, 2.35, -0.53], [-0.54, 1.86, 1.10], [0.34, 4.11, -6.82], [-0.43, 3.47, -5.67], [0.39, 3.15, -4.48], [-0.02, 4.01, -3.46], [-1.12, 4.70, -3.89], [-1.73, 5.42, -3.12], [-1.34, 4.45, -5.16], [0.94, 4.98, -6.56], [-0.28, 4.25, -7.71], [1.15, 3.45, -7.14], [-0.91, 2.55, -5.99], [1.43, 3.30, -4.74], [0.42, 2.09, -4.24], [5.90, -2.70, -3.81], [4.84, -1.96, -4.66], [3.40, -2.25, -4.33], [2.81, -1.02, -4.05], [3.69, 0.00, -4.29], [3.36, 1.18, -4.30], [4.86, -0.54, -4.54], [5.73, -2.50, -2.75], [6.94, -2.39, -3.91], [5.78, -3.78, -3.93], [4.88, -2.22, -5.72], [3.16, -2.97, -3.55], [2.91, -2.74, -5.16], [-3.93, -5.17, -2.77], [-3.28, -4.36, -1.52], [-2.73, -5.34, -0.44], [-1.39, -4.97, -0.48], [-1.16, -3.85, -1.22], [-0.16, -3.17, -1.20], [-2.17, -3.54, -1.79], [-4.07, -4.41, -3.55], [-4.93, -5.51, -2.53], [-3.28, -5.96, -3.15], [-4.09, -3.77, -1.11], [-2.83, -6.39, -0.73], [-3.14, -5.11, 0.54], [0.45, 7.02, -0.78], [1.42, 6.29, 0.10], [0.75, 5.89, 1.42], [0.86, 4.47, 1.47], [1.49, 4.08, 0.38], [2.07, 2.98, 0.34], [1.59, 5.04, -0.45], [0.98, 7.13, -1.73], [0.23, 8.00, -0.35], [-0.49, 6.54, -1.02], [2.34, 6.86, 0.19], [-0.30, 6.16, 1.39], [1.07, 6.43, 2.31]],
  "smiles": "C[C@H]1COC(=O)O1.C[C@H]1COC(=O)O1.C[C@H]1COC(=O)O1.C[C@H]1COC(=O)O1.C[C@H]1COC(=O)O1.C[C@H]1COC(=O)O1.C[C@H]1COC(=O)O1.C[C@H]1COC(=O)O1.O=C1OCCO1.O=C1OCCO1.O=C1OCCO1.O=C1OCCO1",
  "largest_force_ha_per_bohr": 0.1698,
  "total_charge": 0,
  "relative_energy_kj_mol": 420.92,
  "orbital_gap_ev": 9.57
}

***

# 2
{
  "formula": "C43H73Br2FN18NbO4P2",
  "method": "ωB97M-V with the def2-TZVPD basis set",
  "species": ["C", "C", "O", "O", "C", "C", "Nb", "C", "C", "F", "C", "C", "C", "N", "P", "O", "Br", "P", "O", "Br", "H", "H", "H", "H", "H", "H", "H", "H", "H", "H", "H", "H", "H", "H", "H", "H", "H", "H", "H", "H", "H", "H", "C", "C", "N", "H", "H", "H", "C", "C", "N", "H", "H", "H", "C", "C", "N", "H", "H", "H", "C", "C", "N", "H", "H", "H", "C", "C", "N", "H", "H", "H", "C", "C", "N", "H", "H", "H", "C", "C", "N", "H", "H", "H", "C", "C", "N", "H", "H", "H", "C", "C", "N", "H", "H", "H", "C", "C", "N", "H", "H", "H", "C", "C", "N", "H", "H", "H", "C", "C", "N", "H", "H", "H", "C", "C", "N", "H", "H", "H", "C", "C", "N", "H", "H", "H", "C", "C", "N", "H", "H", "H", "C", "C", "N", "H", "H", "H", "C", "C", "N", "H", "H", "H"],
  "positions_angstrom": [[5.45, -0.75, 0.84], [4.56, 0.53, 1.16], [4.27, 0.75, 2.35], [4.11, 1.45, 0.20], [3.52, 0.80, -0.96], [2.04, 1.37, -1.32], [0.48, 0.30, 0.02], [0.82, -1.54, -1.26], [-0.38, -1.96, -2.22], [-0.35, -1.08, -3.40], [-1.23, 1.10, -1.22], [-2.26, 2.05, -0.38], [-3.77, 1.67, -0.86], [-4.03, 0.30, -0.26], [-1.11, -0.93, 1.65], [-0.21, -1.17, 3.12], [-1.57, -3.04, 0.94], [0.47, 2.43, 1.45], [2.08, 2.79, 2.02], [-0.79, 2.17, 3.35], [4.74, -1.65, 0.80], [6.19, -0.98, 1.69], [5.99, -0.72, -0.15], [4.18, 1.08, -1.86], [3.40, -0.32, -0.86], [1.83, 0.98, -2.38], [1.97, 2.50, -1.24], [1.86, -0.31, 1.10], [1.01, -2.43, -0.56], [1.76, -1.42, -1.89], [-0.32, -3.02, -2.63], [-1.39, -1.81, -1.74], [-0.76, 1.82, -2.00], [-1.89, 0.34, -1.73], [-2.26, 1.80, 0.74], [-2.13, 3.16, -0.60], [-4.53, 2.39, -0.42], [-3.85, 1.59, -2.00], [-5.02, 0.20, 0.01], [-3.73, -0.44, -0.90], [0.68, -1.52, 2.89], [2.22, 2.30, 2.86], [4.08, 4.94, -1.72], [2.94, 4.86, -2.69], [2.06, 4.78, -3.44], [3.86, 4.33, -0.85], [5.00, 4.59, -2.19], [4.21, 5.98, -1.40], [0.07, 3.79, -6.61], [-1.32, 3.31, -6.39], [-2.41, 2.93, -6.22], [0.05, 4.82, -6.97], [0.63, 3.75, -5.67], [0.57, 3.17, -7.35], [-1.76, -7.37, -0.41], [-1.45, -6.32, -1.43], [-1.20, -5.51, -2.24], [-2.83, -7.39, -0.21], [-1.46, -8.35, -0.79], [-1.23, -7.17, 0.52], [-4.14, -4.81, 4.40], [-3.17, -4.18, 3.46], [-2.41, -3.67, 2.70], [-4.24, -4.20, 5.29], [-5.11, -4.92, 3.93], [-3.77, -5.80, 4.69], [7.58, 4.70, 0.36], [7.36, 5.37, -0.96], [7.19, 5.89, -1.99], [7.63, 3.62, 0.22], [8.52, 5.04, 0.80], [6.76, 4.93, 1.04], [6.32, 4.86, 4.73], [7.25, 5.48, 3.74], [7.99, 5.96, 2.98], [6.25, 5.49, 5.62], [5.32, 4.75, 4.29], [6.68, 3.88, 5.02], [-5.39, -4.06, 8.40], [-5.40, -5.29, 7.54], [-5.41, -6.27, 6.87], [-4.64, -3.36, 8.03], [-6.37, -3.58, 8.36], [-5.16, -4.32, 9.43], [4.71, 7.53, -4.22], [4.47, 8.19, -5.54], [4.28, 8.70, -6.57], [4.76, 6.45, -4.35], [5.65, 7.89, -3.79], [3.89, 7.77, -3.53], [-5.69, 1.84, -6.98], [-6.59, 0.89, -6.25], [-7.28, 0.15, -5.68], [-6.04, 2.86, -6.84], [-4.67, 1.75, -6.61], [-5.70, 1.61, -8.05], [-5.32, -10.43, 6.05], [-5.16, -8.95, 6.11], [-5.03, -7.76, 6.16], [-5.28, -10.86, 7.05], [-6.27, -10.69, 5.59], [-4.51, -10.86, 5.45], [0.94, 2.70, 6.98], [2.19, 3.26, 6.39], [3.17, 3.71, 5.93], [0.60, 1.85, 6.39], [1.12, 2.38, 8.01], [0.16, 3.46, 6.98], [-0.80, -10.36, 6.01], [-1.69, -11.33, 6.73], [-2.37, -12.09, 7.29], [-1.17, -9.34, 6.16], [0.21, -10.44, 6.39], [-0.80, -10.58, 4.94], [-9.29, -0.81, -2.47], [-8.39, -0.56, -1.31], [-7.69, -0.36, -0.39], [-8.74, -1.36, -3.25], [-10.15, -1.41, -2.16], [-9.64, 0.13, -2.88], [1.60, -9.20, 0.73], [0.21, -9.71, 0.94], [-0.89, -10.10, 1.11], [1.57, -8.17, 0.38], [2.16, -9.25, 1.67], [2.11, -9.82, -0.02], [1.45, 8.98, -9.35], [0.55, 8.02, -8.63], [-0.15, 7.28, -8.06], [1.10, 10.00, -9.21], [2.47, 8.89, -8.97], [1.45, 8.75, -10.42], [0.32, -6.48, 4.51], [0.94, -7.83, 4.33], [1.42, -8.88, 4.19], [0.35, -6.20, 5.57], [0.87, -5.74, 3.93], [-0.71, -6.50, 4.18], [2.69, 12.64, -7.65], [1.56, 12.53, -8.61], [0.65, 12.46, -9.37], [2.49, 12.03, -6.77], [3.61, 12.29, -8.12], [2.82, 13.68, -7.34]],
  "largest_force_ha_per_bohr": 0.2701,
  "total_charge": -1,
  "orbital_gap_ev": 5.26
}

***

# 3
{
  "formula": "C6H19CrHgO9S",
  "method": "ωB97M-V with the def2-TZVPD basis set",
  "species": ["Hg", "Cr", "C", "C", "O", "H", "H", "H", "H", "H", "S", "O", "O", "O", "O", "O", "H", "O", "H", "C", "C", "O", "H", "H", "H", "H", "H", "H", "C", "C", "O", "H", "H", "H", "H", "H", "H"],
  "positions_angstrom": [[6.68, 18.22, -2.35], [7.84, 16.64, -0.09], [11.04, 18.63, -0.17], [10.20, 18.66, -1.42], [8.90, 18.19, -1.34], [11.18, 17.62, 0.21], [10.65, 19.12, 0.72], [11.94, 19.19, -0.43], [10.81, 18.15, -2.16], [10.10, 19.66, -1.86], [5.38, 21.43, -3.10], [4.68, 22.04, -2.01], [5.85, 20.17, -2.59], [4.62, 21.47, -4.35], [6.47, 22.38, -3.20], [6.19, 18.04, -0.19], [5.39, 18.31, 0.30], [7.01, 15.95, -1.91], [6.38, 15.22, -2.04], [8.79, 20.52, -4.62], [7.87, 19.52, -5.25], [7.85, 18.41, -4.40], [8.36, 20.98, -3.72], [9.03, 21.40, -5.21], [9.72, 20.12, -4.22], [8.31, 19.02, -6.11], [6.84, 19.83, -5.44], [7.84, 17.60, -4.91], [3.01, 16.14, -4.12], [3.71, 16.83, -2.90], [4.60, 17.77, -3.42], [3.15, 16.61, -5.10], [1.94, 15.93, -4.15], [3.39, 15.12, -4.16], [4.44, 16.21, -2.37], [3.05, 17.33, -2.19], [4.09, 18.31, -4.03]],
  "spin_multiplicity": 5,
  "largest_force_ha_per_bohr": 0.1497,
  "total_charge": -1,
  "orbital_gap_ev": [3.08, 2.95]
}